Record 1
DFT (ωB97M-V/def2-TZVPD) results for a cluster of 2 separate species, C24H32N3O in total.

```
60
Properties=species:S:1:pos:R:3
C -5.87299 -2.99024 2.59335
N -5.28967 -1.66548 2.57471
C -6.15425 -0.50763 2.46166
C -5.17554 0.68498 2.41914
C -3.82370 0.08491 2.51575
C -3.97060 -1.32638 2.60815
C -2.84057 -2.13822 2.81212
C -1.60307 -1.53538 2.92516
C -1.40618 -0.11960 2.71233
C -0.13750 0.52110 2.63922
C 1.11596 -0.13175 2.47503
C 2.30086 0.67096 2.54458
C 3.54022 0.08314 2.51274
C 3.68309 -1.33014 2.43801
N 4.99749 -1.67528 2.52565
C 5.57886 -3.00002 2.49622
C 5.86507 -0.51830 2.63202
C 4.89028 0.67963 2.64471
C 2.55230 -2.13919 2.24158
C 1.31546 -1.53205 2.16048
C -2.58442 0.67706 2.54360
H -5.08901 -3.75106 2.62291
H -6.53330 -3.11494 3.46309
H -6.49074 -3.14583 1.69794
H -6.76810 -0.57301 1.55476
H -6.83938 -0.45088 3.31892
H -5.31249 1.26873 1.50179
H -5.36161 1.34476 3.27288
H -2.96650 -3.21593 2.92430
H -0.76214 -2.17614 3.16177
H -0.13134 1.61239 2.62768
H 2.21099 1.75730 2.60792
H 4.79856 -3.76337 2.55338
H 6.16048 -3.14879 1.57522
H 6.27424 -3.12848 3.33774
H 6.48092 -0.56868 3.54042
H 6.54776 -0.48036 1.77164
H 5.10599 1.34376 1.80204
H 4.99966 1.25590 3.57074
H 2.68014 -3.21655 2.11164
H 0.48004 -2.15386 1.85899
H -2.48478 1.75681 2.42816
O -2.30381 4.20408 2.38878
C -1.89728 5.45215 2.94503
C -0.89938 5.10167 4.03393
C -0.11483 6.30802 4.55423
C 1.31047 5.78926 4.74466
C 1.42939 4.51410 3.90198
N 0.06218 4.04030 3.70000
H -3.03342 4.36771 1.78023
H -1.46946 6.13655 2.18086
H -2.72883 5.95234 3.47168
H -1.50149 4.71651 4.88085
H -0.15924 7.17072 3.87563
H -0.55302 6.59592 5.51015
H 2.04421 6.54417 4.47247
H 1.44197 5.52885 5.79639
H 1.92790 4.76675 2.94217
H 2.06028 3.75737 4.40748
H -0.09977 3.60030 2.78806
```

The value obtained for the HOMO energy is -9.87 eV. As for the energy above the lowest of the compared OMol25 structures with the same formula, charge and spin: 3.167 eV. As for the largest force on an atom: 1.6 eV Å⁻¹. Its charge is +1. As for the molecular weight: 378.54 Da. The total energy is -1172.988206 Eh.


Record 2
DFT (ωB97M-V/def2-TZVPD) results for the ion C24H32N3O2 with charge +1.

```
61
Properties=species:S:1:pos:R:3
C -6.41475 -2.73869 -0.30123
H -6.08980 -3.77314 -0.44303
H -7.29218 -2.54917 -0.91620
H -6.66689 -2.57177 0.74995
O -5.43554 -1.82482 -0.74824
C -4.21592 -1.83641 -0.17364
C -3.82344 -2.67421 0.86965
C -2.53168 -2.60316 1.36196
C -1.62290 -1.70332 0.84240
C -2.01192 -0.83756 -0.17938
C -3.29896 -0.91888 -0.69111
H -3.61280 -0.30224 -1.51834
C -1.01598 0.06566 -0.80885
O 0.16051 -0.30440 -0.95826
N -1.44729 1.26953 -1.23491
C -2.45579 2.05072 -0.55436
H -3.13302 2.47441 -1.30011
C -1.75333 3.20398 0.24776
N -0.35213 3.34505 -0.07543
C -0.22427 3.38688 -1.51422
H 0.78733 3.64805 -1.81346
C -0.68217 2.06066 -2.17918
H -1.33087 2.27630 -3.03441
H 0.15127 1.45433 -2.53620
H -0.87631 4.19813 -1.84982
C 0.67421 2.70194 0.75318
C 0.09527 1.59939 1.67515
H -0.67297 1.03875 1.14854
H -0.37884 2.06784 2.53836
C 1.12153 0.60448 2.20269
N 1.94775 0.08560 1.09725
C 2.76273 1.21054 0.60096
H 3.50606 0.82932 -0.10218
H 3.28084 1.67419 1.44397
C 1.83686 2.17878 -0.11428
H 1.44268 1.64041 -0.97225
H 2.42367 3.02323 -0.47322
C 2.75717 -1.09522 1.48475
C 3.56214 -1.62040 0.32384
C 4.95017 -1.62919 0.37844
C 5.68680 -2.12331 -0.68431
C 5.04096 -2.60270 -1.81118
C 3.65699 -2.59086 -1.87252
C 2.91671 -2.10592 -0.80905
H 1.83852 -2.10345 -0.86847
H 3.15071 -2.96562 -2.74825
H 5.61513 -2.98786 -2.63915
H 6.76410 -2.13292 -0.63038
H 5.45756 -1.25896 1.25755
H 3.41756 -0.80745 2.30693
H 2.07211 -1.86915 1.84249
H 0.59949 -0.22157 2.69126
H 1.78429 1.06923 2.93747
H 1.08172 3.48582 1.41269
H 1.30708 -0.18979 0.29858
H -1.88461 3.06355 1.31730
H -2.24055 4.14876 -0.01499
H -3.03103 1.41882 0.11985
H -0.61119 -1.67391 1.21740
H -2.23381 -3.26792 2.15840
H -4.50897 -3.39044 1.29186
```

The value obtained for the HOMO energy is -11.06 eV. As for the energy above the lowest of the compared OMol25 structures with the same formula, charge and spin: 0.272 eV. As for the largest force on an atom: 0.9 eV Å⁻¹. Its charge is +1. As for the SMILES: COc1cccc(C(=O)N2CCN([C@H]3CC[N@H+](Cc4ccccc4)CC3)CC2)c1. As for the molecular weight: 394.54 Da. The total energy is -1248.265985 Eh.


Record 3
DFT (ωB97M-V/def2-TZVPD) results for a structure of composition C24H32N3O2PRhS3SbSe4.

```
71
Properties=species:S:1:pos:R:3
Rh 0.07948 -0.07596 -1.16774
Se -0.21057 0.16808 -7.21632
Sb -0.20608 -1.33829 -5.30626
Se 0.35520 0.76072 -3.50374
Se 2.24590 0.11863 -2.19864
Se -2.51674 -1.69491 -4.41263
N -0.06918 -2.08526 -1.76701
C -0.76794 -2.84696 -0.71905
C -0.58250 -2.23479 0.66701
O -0.75415 -2.91868 1.66648
O -0.31553 -0.96519 0.67199
H -0.58837 -2.17236 -2.65455
H 0.87447 -2.44242 -1.90942
H -0.49962 -3.90218 -0.71286
H -1.83767 -2.78148 -0.93762
S 2.52677 -6.30609 -0.39637
C 2.74092 -4.73505 0.11634
S 2.88735 -3.37678 -0.96465
C 3.00887 -2.26847 0.40152
N 2.94379 -2.87620 1.54233
N 2.80933 -4.24426 1.37139
C 2.63386 -4.98365 2.57670
C 1.78737 -4.46018 3.54566
C 1.62074 -5.14950 4.73688
C 2.29018 -6.34540 4.95961
C 3.13749 -6.85257 3.98373
C 3.31608 -6.17293 2.78784
S 3.21635 -0.58163 0.21462
H 1.26515 -3.53077 3.34784
H 0.95370 -4.74915 5.49019
H 2.15049 -6.88196 5.89042
H 3.66597 -7.78345 4.15079
H 3.96767 -6.55938 2.01866
C -2.44813 3.38822 1.24789
C -1.67965 2.07949 1.01700
C -2.75419 1.00170 0.80100
C -0.84659 1.74116 2.25712
P -0.55985 2.09860 -0.51173
C -1.75888 2.70171 -1.77081
C -2.01330 4.04342 -2.04966
C -2.93601 4.40884 -3.02102
C -3.62457 3.43580 -3.73174
C -3.39376 2.09606 -3.45758
C -2.47605 1.73809 -2.48203
C 0.77275 3.41789 -0.28356
C 1.32168 3.76604 -1.67615
C 1.91819 2.77275 0.51179
C 0.39196 4.70391 0.45756
H -3.13877 3.22694 2.08228
H -3.04331 3.66397 0.37684
H -1.80958 4.22781 1.51228
H -3.35831 0.94342 1.71219
H -2.32636 0.02007 0.62403
H -3.41780 1.26395 -0.02358
H -1.52567 1.55731 3.09607
H -0.19359 2.57021 2.53887
H -0.24955 0.84170 2.10576
H -1.48106 4.82477 -1.52505
H -3.09920 5.45877 -3.23450
H -4.31988 3.71996 -4.51237
H -3.87241 1.30843 -4.02632
H -2.28623 0.67950 -2.33582
H 1.80061 2.89954 -2.13060
H 2.07800 4.54963 -1.55677
H 0.56113 4.12622 -2.36495
H 2.18727 1.80201 0.10520
H 1.67203 2.64391 1.56654
H 2.79521 3.42428 0.44554
H -0.41995 5.26840 -0.00017
H 1.27616 5.34952 0.46719
H 0.12888 4.50447 1.49612
```

The value obtained for the HOMO energy is -1.56 eV. As for the energy above the lowest of the compared OMol25 structures with the same formula, charge and spin: 0.000 eV. As for the largest force on an atom: 0.6 eV Å⁻¹. Its charge is -2. As for the molecular weight: 1062.22 Da. The total energy is -12741.151531 Eh.